Density functional theory data (ωB97M-V with the def2-TZVPD basis set) for a molecular structure, C39H50F5N2O6PSi2 at a distorted geometry.

E in a.u.: -3496.5354
Charge: 0
Strongest force on any atom in Eh/bohr: 0.12425
Highest occupied orbital energy in Eh: -0.3315

Each line ends with the Löwdin charge.
Atoms and positions in Å:
C 3.57 0.71 4.54  -0.020
C -4.38 4.40 5.69  -0.293
N 2.64 -3.03 0.14  0.049
C 3.49 4.56 -5.70  -0.074
C -1.03 -3.99 0.66  -0.252
H -8.31 -0.48 0.44  0.084
C 2.76 0.09 -3.32  -0.010
C 2.77 6.72 -4.93  -0.293
H -3.47 3.51 7.41  0.114
H -3.99 -2.74 -3.02  0.118
C 1.74 -0.64 -2.71  -0.080
H -3.75 1.18 6.55  0.105
C 4.40 5.17 -6.56  -0.093
C -4.98 -5.24 -0.82  -0.151
C 5.91 1.18 4.91  -0.094
H 4.62 0.22 6.35  0.106
H -7.26 -2.63 2.24  0.136
H 8.43 -0.39 -1.33  0.102
H 6.95 2.15 3.29  0.106
O -5.36 -0.43 2.98  -0.160
H -8.83 -1.03 1.99  0.083
C -5.42 -1.30 1.79  -0.354
F 1.99 7.47 -4.14  0.060
H 0.86 -2.72 2.69  0.115
H -0.06 -4.61 0.89  0.103
N -7.99 -0.70 1.43  -0.045
H -6.95 -2.34 0.41  0.108
H -2.03 2.55 -0.06  0.001
H 6.19 -0.33 -0.25  0.092
C -4.68 1.82 4.71  -0.105
H -5.58 2.74 2.98  0.105
C 8.13 -2.34 -2.19  -0.023
H 3.02 -1.05 1.02  0.120
H -5.27 -6.23 -1.40  0.139
H -5.20 0.35 0.23  0.109
C -5.13 -4.01 -1.93  -0.199
Si -0.74 -2.05 0.85  0.561
H -0.86 0.29 -4.69  0.109
H -3.21 0.85 2.27  -0.007
H 5.04 4.57 -7.20  0.101
H 4.94 2.20 1.81  0.116
H 0.82 -0.85 2.44  0.081
C 0.44 -0.57 -3.20  -0.108
H 9.10 -2.39 -2.66  0.114
H -4.81 -2.29 2.08  0.130
H 5.21 7.04 -7.27  0.103
C 2.27 -1.97 0.94  -0.211
H 5.31 -4.22 -1.86  0.116
O -2.02 -1.42 1.86  -0.386
H -1.28 -4.20 -0.49  0.119
H 2.62 0.31 4.87  0.114
F -4.24 5.65 6.16  0.061
Si -2.87 -0.06 1.15  0.455
H 1.97 4.88 -4.20  0.115
H -5.60 -3.11 -1.35  0.085
H 1.89 -3.75 0.21  0.028
C -4.98 4.20 4.45  -0.019
H 1.97 -1.26 -1.84  0.074
C -3.94 3.33 6.45  -0.021
H -0.35 -1.14 -2.73  0.077
C -4.62 -0.66 0.48  -0.209
H -4.54 -1.40 -0.42  0.069
C 4.50 6.57 -6.60  -0.087
H -6.27 -0.28 3.39  0.112
H 3.78 0.04 -2.95  0.111
O -2.35 0.82 -1.75  -0.599
C 7.24 -3.41 -2.33  -0.291
C 5.61 -2.27 -0.98  -0.085
C 0.15 0.24 -4.30  -0.074
H -0.32 0.86 -0.36  -0.017
H 6.78 1.16 5.56  0.102
C -6.95 -1.79 1.45  -0.228
H -5.32 5.05 3.87  0.114
O -3.81 -3.55 -2.44  -0.138
C 3.68 1.26 3.26  -0.299
C -3.42 -4.34 0.80  -0.225
C 2.67 5.34 -4.88  -0.012
F 2.60 1.30 2.47  0.044
C 1.17 0.98 -4.91  -0.016
H 0.96 1.62 -5.76  0.115
H -4.79 0.81 4.33  0.062
F 3.44 1.60 -5.00  0.041
C -5.12 2.90 3.95  -0.080
C 6.49 -1.19 -0.83  -0.101
O -3.62 -5.35 -0.25  -0.169
H 4.63 -2.24 -0.50  0.048
H -3.64 -3.28 0.32  0.120
C 3.68 7.34 -5.78  -0.024
F 7.60 -4.47 -3.05  0.061
H -5.72 -5.11 0.10  0.130
H -0.69 -1.54 -0.51  -0.011
C 4.89 1.78 2.81  -0.020
C 2.46 0.90 -4.41  -0.285
O -2.14 -4.42 1.52  -0.186
C 6.00 1.74 3.64  -0.080
H -4.27 -4.50 1.61  0.151
C 5.98 -3.38 -1.73  -0.009
H -5.86 -4.36 -2.81  0.136
C 0.91 -1.88 1.84  -0.245
H 3.41 3.47 -5.67  0.079
C 4.69 0.66 5.36  -0.080
H 3.73 8.43 -5.81  0.113
P -1.74 1.14 -0.29  0.610
C -4.09 2.03 5.96  -0.075
C 7.75 -1.23 -1.44  -0.089

---

Density functional theory data (ωB97M-V with the def2-TZVPD basis set) for 11 unconnected molecules or ions with the total composition C51H119N17O11 at a distorted geometry.

E in a.u.: -3772.9679
Energy relative to the best compared isomer or geometry (same formula, charge and spin) in eV: 3.266
Charge: 0
Structure (SMILES): CC1(C)CCCC(C)(C)N1O.CC1(C)CCCC(C)(C)N1O.CC1(C)CCCC(C)(C)N1O.CC1(C)CCCC(C)(C)N1O.CC1(C)CCCC(C)(C)N1O.NC(N)=O.NC(N)=O.NC(N)=O.NC(N)=O.NC(N)=O.NC(N)=O
Strongest force on any atom in Eh/bohr: 0.06036
Highest occupied orbital energy in Eh: -0.2797

Each line ends with the Löwdin charge.
Atoms and positions in Å:
O -3.29 -0.48 -0.45  -0.014
H 3.82 6.45 -0.54  0.080
N -3.90 -8.18 1.65  0.155
H -2.60 1.97 2.58  0.070
H -4.74 -5.45 -1.62  0.097
C -3.73 3.08 6.57  -0.011
C -3.52 -6.90 1.87  -0.678
H -3.65 -7.12 3.92  0.096
C 4.83 -5.70 0.72  -0.156
O 0.32 -2.07 -5.80  -0.004
H -0.56 1.77 7.37  0.121
H 2.28 0.83 -7.35  0.090
H -3.37 -4.61 -1.03  0.056
H -2.76 7.34 -0.99  0.082
N 4.09 -3.42 1.12  -0.128
N 0.44 6.55 0.04  -0.075
H -4.26 -4.32 6.18  0.105
H -5.49 -3.74 5.04  0.099
H -3.95 3.72 5.71  0.077
H 2.86 4.71 -3.36  0.054
N -1.22 -3.64 -5.11  0.166
N -3.82 -2.67 -2.64  0.153
C 3.36 4.64 -6.23  -0.191
O -1.72 4.84 4.99  -0.013
H -6.73 -0.19 -1.20  0.112
C 0.13 -5.59 -1.12  -0.625
C 2.00 2.52 -5.91  -0.497
H 5.83 -5.65 2.37  0.098
N -4.01 -4.78 -1.79  0.168
H 1.54 -3.93 1.91  0.056
H 3.97 -3.53 -1.37  0.064
C -6.86 -1.96 -0.36  -0.676
H -1.59 -3.01 1.86  0.089
H -3.87 -1.13 -0.87  0.055
N -3.26 -6.60 3.16  0.164
H -4.15 -1.96 -3.28  0.089
N -1.47 3.50 5.41  -0.117
H -6.75 -3.25 -1.77  0.079
H 1.85 -1.54 -1.30  0.106
H 3.80 -5.29 3.89  0.111
C -0.65 6.15 -2.03  -0.154
H -0.60 1.90 -2.19  0.062
H 6.55 -2.66 0.81  0.084
H -4.80 -2.57 3.20  0.103
H 1.61 4.10 -7.23  0.113
H 3.90 -5.99 0.22  0.101
C -3.62 -2.98 4.86  -0.697
H 0.10 1.51 5.10  0.122
H -3.12 3.53 3.28  0.083
H 1.69 4.50 1.48  0.074
C 1.74 4.40 0.39  -0.033
C 5.26 2.34 -3.84  -0.040
H 0.04 4.06 -2.12  0.096
N 0.74 -3.43 -4.00  0.140
H -7.30 -4.00 -0.25  0.108
H 3.07 6.47 1.03  0.078
H -1.68 0.17 1.87  0.068
H -3.34 -1.68 3.29  0.088
H -2.44 4.97 7.83  0.076
C -0.03 -2.95 -5.01  -0.692
H 1.24 -0.36 -0.33  0.105
C 2.10 -3.36 2.65  -0.032
H -0.71 3.98 2.62  0.054
C -1.87 7.45 -0.37  -0.028
H -2.93 -2.49 -2.19  0.074
O -3.21 -6.12 0.96  -0.002
C 0.76 3.13 -5.21  -0.024
H 0.36 -3.99 -3.24  0.029
H 0.99 3.68 0.07  0.072
H -1.48 0.33 -4.01  0.091
H -1.28 -0.29 6.17  0.111
O -2.54 -2.77 5.41  -0.003
H 4.15 -1.84 3.58  0.084
H 5.56 -3.24 -1.52  0.080
H 4.58 -1.63 1.50  0.085
C 1.64 5.46 -1.87  -0.166
C 5.12 -4.23 0.44  -0.497
C 4.53 4.00 -5.50  -0.121
H -4.29 -8.31 0.73  0.107
H 4.96 -4.91 -1.71  0.083
H -3.06 -2.26 1.29  0.059
H 2.76 4.00 0.37  0.095
H 1.78 -3.66 3.65  0.096
C 4.81 -6.02 2.24  -0.149
H 4.88 4.87 -4.93  0.121
C 4.92 -4.01 -1.10  -0.032
H -2.08 7.55 0.69  0.079
H -1.39 -7.03 -0.94  0.106
O 0.36 6.66 1.46  -0.026
H -2.25 1.95 -1.50  0.086
H 2.72 0.29 -4.56  0.110
N -4.54 -3.84 5.34  0.149
C -0.88 6.26 -0.54  -0.529
H -0.13 0.32 1.08  0.063
H -1.73 3.70 8.67  0.080
H -4.05 2.05 6.42  0.068
H -2.08 -1.17 -3.52  0.052
N 1.25 -5.27 -0.40  0.187
H -6.30 -1.44 -2.33  0.084
H -2.29 -3.33 0.26  0.061
C 0.05 -0.53 -2.16  -0.123
H 0.43 2.52 -4.37  0.071
O -0.28 -4.96 -2.09  -0.009
H 0.52 3.65 3.68  0.085
H 1.83 -2.32 2.46  0.075
H 3.58 5.35 -7.03  0.112
O -7.20 -1.56 0.75  0.015
H 2.79 -5.83 2.69  0.111
H -2.18 1.35 7.86  0.120
H -1.41 8.33 -0.82  0.083
H -3.08 0.21 -3.10  0.080
H -0.83 0.44 4.04  0.095
H 2.61 7.64 -0.27  0.084
C 4.00 3.05 -4.38  -0.471
H 5.62 -6.26 0.22  0.124
N -0.55 -6.61 -0.57  0.180
C 1.64 5.71 -0.34  -0.470
H -0.25 -6.87 0.34  0.098
C 0.29 5.05 -2.49  -0.156
H -3.48 2.08 4.16  0.063
H 2.32 4.61 -2.03  0.021
H -1.63 5.98 -2.48  0.123
H 2.80 5.27 -5.53  0.104
C -1.39 2.64 4.24  -0.494
H 1.67 -5.70 0.39  0.079
N -3.94 -2.39 3.68  0.170
H 0.20 -1.30 -2.93  0.089
H 0.84 4.12 -4.76  0.042
C -2.16 3.13 6.64  -0.479
H -0.85 5.26 5.01  0.102
C -1.58 5.04 -0.01  -0.032
C -0.91 1.28 4.73  -0.144
H 4.64 -7.07 2.44  0.112
C -1.59 1.73 7.02  -0.155
H 0.74 -2.47 0.54  0.089
H 5.95 3.08 -3.42  0.080
C 1.51 1.32 -6.76  -0.029
H 2.72 3.21 -2.60  0.098
H 4.24 -3.25 4.49  0.081
O -5.06 -4.25 -3.73  0.000
H 1.71 -4.44 -0.76  0.094
H -2.76 -5.75 3.35  0.102
H 2.03 6.32 -2.42  0.129
H -0.23 7.04 -2.51  0.128
C 3.44 3.80 -3.17  -0.051
H 0.01 2.35 2.53  0.072
C -1.20 -1.43 0.37  -0.476
H 0.33 4.96 -3.57  0.076
N -6.42 -1.14 -1.38  0.143
H 7.04 -4.12 1.61  0.071
C 0.03 -2.08 -0.20  -0.156
C -4.28 -3.95 -2.82  -0.687
H 1.74 -3.34 -4.11  0.104
O 2.50 1.12 -4.12  -0.018
H -1.05 4.09 -0.11  0.053
C -1.67 0.69 5.93  -0.174
C -1.39 -0.03 -1.79  -0.444
H -4.24 3.47 7.45  0.077
H 5.02 1.65 -3.04  0.083
H 7.21 -4.11 -0.09  0.087
H -4.06 -8.88 2.35  0.098
C 3.60 -3.65 2.49  -0.468
H 0.97 0.69 -6.05  0.069
H 2.86 3.13 -7.86  0.116
H 0.74 0.20 -2.59  0.102
C 2.86 6.60 -0.03  -0.033
N -6.88 -3.25 -0.77  0.168
N 3.02 2.13 -4.95  -0.102
H -0.03 3.05 -5.96  0.089
H -1.77 5.18 1.05  0.076
H 4.19 4.03 -2.42  0.101
C 0.87 -1.14 -1.01  -0.169
H 5.31 3.76 -6.21  0.123
C -0.86 -0.40 1.45  -0.020
C 6.55 -3.75 0.70  -0.035
H -1.30 -4.39 -4.45  0.079
C -2.04 -0.13 -3.19  -0.036
C -1.28 1.47 -1.45  -0.018
C 4.50 -2.86 3.50  -0.014
H 5.83 1.97 -4.70  0.081
H -2.71 0.72 5.58  0.093
C -2.06 -2.56 0.99  -0.020
H 0.89 1.76 -7.55  0.084
H 5.57 -3.06 3.46  0.084
O 4.05 -2.06 0.81  -0.007
C -1.71 4.17 7.68  -0.042
H -0.32 -0.97 2.21  0.082
H -0.23 -2.99 -0.75  0.094
H 0.47 7.61 1.56  0.101
H -1.96 -3.39 -5.73  0.104
C 2.52 3.57 -6.93  -0.131
H -0.68 4.50 7.60  0.083
H -2.53 4.82 -0.52  0.096
N -1.99 -0.91 -0.77  -0.099
C -2.74 2.54 3.50  -0.014
C 3.66 -5.18 2.81  -0.148
H -0.82 1.59 -0.46  0.066
C -0.32 3.14 3.20  -0.021

---

Density functional theory data (ωB97M-V with the def2-TZVPD basis set) for 2 unconnected molecules or ions with the total composition CHBrNO2 at a distorted geometry.

E in a.u.: -2817.7820
Spin multiplicity: 3
Energy relative to the best compared isomer or geometry (same formula, charge and spin) in eV: 1.840
Charge: -1
Strongest force on any atom in Eh/bohr: 0.02896
Highest occupied orbital energy (spin up / spin down) in Eh: -0.1283 / -0.1232

Each line ends with the Löwdin charge.
Atoms and positions in Å:
O 1.33 -0.45 -1.27  -0.084
Br -1.44 1.70 -1.11  0.224
C -0.43 0.26 0.07  -0.519
N 0.55 -0.31 -0.35  -0.322
O 0.89 -1.37 1.64  -0.321
H -0.91 0.16 1.01  0.021